ORCA calculation (the ωB97M-V functional and the def2-TZVPD basis) on a structure of composition C19H12BBrCl4F4N2O3Y at a distorted geometry.

```
47
Properties=species:S:1:pos:R:3:forces:R:3
Y 0.177 -0.281 -0.396 -1.29 0.65 -0.26
Br -4.752 -2.990 4.936 0.04 0.01 -0.04
C -3.408 -2.600 3.643 0.02 -0.15 -0.08
C -2.915 -3.627 2.823 -0.01 0.02 0.04
C -1.934 -3.363 1.902 -0.07 -0.18 -0.01
C -1.399 -2.063 1.742 0.29 0.01 -0.16
O -0.440 -1.852 0.906 -0.29 -0.28 0.47
C -1.939 -1.033 2.552 -0.05 0.27 0.15
C -1.510 0.343 2.463 -0.14 -0.16 0.17
N -0.731 0.848 1.580 0.04 0.40 -0.08
C -0.477 2.246 1.617 0.07 -0.31 0.02
C -1.349 3.190 2.078 -0.13 0.19 0.12
C -0.983 4.556 2.138 -0.15 -0.12 0.01
C 0.251 4.965 1.736 0.04 0.06 -0.03
C 1.154 4.022 1.193 0.05 0.08 -0.01
C 2.438 4.369 0.718 0.02 0.13 0.02
C 3.238 3.420 0.163 0.10 -0.06 0.00
C 2.739 2.110 0.029 0.00 -0.04 -0.12
N 1.558 1.748 0.457 -0.32 0.04 0.10
C 0.772 2.674 1.088 0.19 -0.24 -0.11
C -2.929 -1.329 3.510 0.06 0.15 0.00
H -3.314 -4.629 2.924 0.01 0.03 -0.01
H -1.548 -4.136 1.248 -0.04 0.05 0.06
H -1.910 1.001 3.239 -0.03 -0.04 0.06
H -2.347 2.896 2.379 0.03 0.04 0.01
H -1.703 5.280 2.499 0.01 -0.05 0.00
H 0.539 6.010 1.782 -0.01 -0.08 0.00
H 2.765 5.401 0.791 -0.01 -0.01 0.01
H 4.221 3.658 -0.217 0.00 -0.01 0.01
H 3.319 1.344 -0.477 -0.01 0.04 0.06
H -3.314 -0.531 4.137 0.02 -0.03 -0.03
F -1.933 -1.054 -1.302 -0.04 -0.12 -0.09
B -1.495 -2.137 -2.159 -0.15 -0.17 -0.08
F -0.079 -1.831 -2.304 -0.17 -0.05 0.11
F -2.135 -2.081 -3.383 0.25 -0.01 0.40
F -1.651 -3.352 -1.510 0.01 0.36 -0.29
Cl 2.928 -1.123 1.082 0.02 -0.07 -0.10
C 2.255 -1.236 -0.640 1.26 -0.26 -0.11
H 2.189 -2.304 -0.836 -0.05 -0.14 0.05
H 3.052 -0.861 -1.285 0.15 0.03 0.02
Cl -0.656 2.781 -4.478 0.04 0.03 0.06
C 0.224 2.569 -2.954 -0.08 -0.11 -0.08
Cl 1.485 3.815 -2.806 -0.14 -0.11 -0.05
Cl 1.005 0.963 -2.974 0.21 0.17 -0.27
C -0.802 2.685 -1.747 0.29 -0.12 0.57
O -1.234 3.804 -1.542 -0.09 -0.24 -0.12
O -0.986 1.603 -1.114 0.04 0.42 -0.40
```
Forces are in eV/Å.

As for the net charge: -1. The value obtained for the electronic energy is -5944.4481 Ha. The HOMO-LUMO gap comes out at 7.260 eV. As for the HOMO energy: -5.5 eV. The calculation puts the relative energy (zero: lowest compared OMol25 entry of this formula, charge and spin) at 0.064 eV.